Record 1
36
Properties=species:S:1:pos:R:3 method="wB97M-V/def2-TZVPD" lumo_energy_ev="2.24 / 2.24" orbital_gap_ev="4.056 / 6.047" total_energy_ha=-3593.232931 s_squared=2.035 total_charge=-1 multiplicity=3 mol_weight_g_mol=603.614
Ni -0.799 0.658 -0.173
C 1.479 4.191 0.578
C 0.981 2.818 0.243
N -0.307 2.522 0.213
N -1.228 3.496 0.467
C -2.443 3.104 0.280
N -3.452 4.059 0.423
S -2.968 1.513 -0.228
C 1.839 1.751 -0.121
C 3.247 1.862 -0.256
C 3.993 0.794 -0.668
C 3.346 -0.430 -0.965
C 1.976 -0.478 -0.818
N 1.218 0.539 -0.408
H 0.769 4.681 1.242
H 1.569 4.816 -0.316
H 2.456 4.155 1.064
H -3.149 4.842 0.986
H -4.322 3.659 0.731
H 3.727 2.810 -0.047
H 5.068 0.889 -0.774
H 3.891 -1.304 -1.296
H 1.437 -1.393 -1.042
I -4.812 -3.014 -0.757
C -2.994 -1.917 -1.058
H -2.391 -2.498 -1.748
H -3.277 -0.969 -1.501
Te -1.834 -1.462 0.675
C -0.899 -3.376 0.659
C -1.468 -4.612 0.514
C -0.524 -5.671 0.597
C 0.744 -5.226 0.816
S 0.792 -3.519 0.915
H -2.528 -4.760 0.359
H -0.782 -6.718 0.496
H 1.645 -5.812 0.917

Record 2
14
Properties=species:S:1:pos:R:3 method="wB97M-V/def2-TZVPD" smiles=C[SiH2]C[NH3+] lumo_energy_ev=-3.62 e_above_lowest_kj_mol=269.64 orbital_gap_ev=10.613 total_energy_ha=-426.130943 total_charge=+1 multiplicity=1 mol_weight_g_mol=76.195
C -1.796 0.833 -0.619
Si -0.885 -0.808 -0.720
C 1.145 0.083 -0.207
N 1.666 -0.284 1.136
H -1.454 1.650 0.083
H -1.903 1.322 -1.658
H -2.795 0.636 -0.256
H -0.772 -1.650 -1.834
H -0.956 -1.585 0.527
H 1.768 -0.077 -1.006
H 0.647 1.030 -0.135
H 0.957 -0.140 1.804
H 1.916 -1.248 1.284
H 2.461 0.236 1.601

Record 3
18
Properties=species:S:1:pos:R:3 method="wB97M-V/def2-TZVPD" lumo_energy_ev=2.18 e_above_lowest_kj_mol=589.54 orbital_gap_ev=6.035 total_energy_ha=-384.529079 total_charge=-1 multiplicity=1 mol_weight_g_mol=107.129
C -2.125 2.106 1.274
O -1.385 2.295 2.396
C -1.353 1.116 0.255
C 0.087 0.974 0.470
C 0.799 -0.146 -0.283
O 2.120 -2.799 -0.528
H -3.018 1.506 1.598
H -2.559 3.120 0.803
H -2.028 0.882 -0.582
H -0.875 0.390 1.098
H 0.659 1.681 0.995
H 1.561 -0.695 0.303
H -0.022 -0.871 -0.611
H 1.513 -0.030 -1.127
H 2.138 -3.043 0.373
H 0.438 -2.657 -3.059
H 1.495 -2.408 -1.926
O 1.296 -2.268 -2.889

Record 4
30
Properties=species:S:1:pos:R:3 method="wB97M-V/def2-TZVPD" lumo_energy_ev=-3.50 e_above_lowest_kj_mol=479.25 orbital_gap_ev=9.169 total_energy_ha=-693.957117 total_charge=+1 multiplicity=1 mol_weight_g_mol=162.333
C -2.099 -2.336 0.913
C 0.719 1.337 0.582
C 0.030 1.834 -2.952
C 2.181 0.705 -2.797
C -1.011 -0.124 2.858
C -0.645 -0.571 0.633
N -1.314 -1.520 0.034
N 0.104 0.185 -0.061
N 0.718 0.577 -2.599
Si 0.397 -1.125 3.617
H -2.228 -3.423 0.522
H -1.716 -2.364 1.962
H -3.177 -1.898 1.020
H 0.887 0.983 1.659
H 1.624 1.575 0.080
H 0.173 2.383 0.623
H 0.078 2.501 -2.131
H 0.536 2.333 -3.787
H -0.956 1.601 -3.271
H 2.223 0.884 -3.873
H 2.762 1.389 -2.091
H 2.675 -0.227 -2.679
H -1.141 0.913 2.812
H -1.935 -0.647 3.052
H -1.613 -1.582 -0.911
H 0.402 0.354 -1.212
H 0.430 -0.145 -3.220
H -0.066 -2.373 3.111
H 0.438 -0.758 5.096
H 1.523 -0.459 3.009

Record 5
14
Properties=species:S:1:pos:R:3 method="wB97M-V/def2-TZVPD" smiles=CNCOC lumo_energy_ev=0.98 e_above_lowest_kj_mol=339.85 orbital_gap_ev=10.394 total_energy_ha=-249.584250 total_charge=0 multiplicity=1 mol_weight_g_mol=75.111
C 1.550 -1.514 -0.511
N 0.386 -0.816 -1.081
C -0.528 -0.467 0.001
O -1.226 0.853 0.171
C -0.476 1.862 1.095
H 1.203 -2.497 -0.055
H 2.494 -1.546 -1.093
H 1.730 -0.956 0.425
H 0.857 0.077 -1.280
H -1.362 -1.216 0.023
H -0.253 -0.588 1.150
H -1.086 2.799 1.220
H 0.372 2.187 0.439
H -0.120 1.340 1.857

Record 6
22
Properties=species:S:1:pos:R:3 method="wB97M-V/def2-TZVPD" lumo_energy_ev=0.48 e_above_lowest_kj_mol=540.55 orbital_gap_ev=8.411 total_energy_ha=-441.474120 total_charge=0 multiplicity=1 mol_weight_g_mol=131.175
C -2.833 -0.512 0.218
N -1.479 -0.973 0.478
C -0.456 -0.685 -0.355
C 0.944 -1.023 -0.060
O -1.191 -0.951 1.860
H -1.105 -1.883 2.108
H -0.722 -0.718 -1.406
H -2.995 -0.499 -0.858
H -3.536 -1.205 0.680
H -2.982 0.491 0.622
H 1.150 -1.002 1.010
H 1.256 -1.961 -0.526
C 2.668 0.876 0.012
C -0.098 1.397 -0.401
C 1.609 0.171 -0.832
O 1.728 0.064 -2.060
H 3.487 0.173 0.181
H 2.290 1.197 0.983
H 3.044 1.738 -0.536
H 0.528 2.201 -0.780
H -0.299 1.592 0.655
H -1.006 1.512 -0.993

Record 7
9
Properties=species:S:1:pos:R:3 method="wB97M-V/def2-TZVPD" lumo_energy_ev=0.85 e_above_lowest_kj_mol=42.63 orbital_gap_ev=10.013 total_energy_ha=-590.108417 total_charge=0 multiplicity=1 mol_weight_g_mol=88.131
C -0.034 0.197 -0.721
C -0.814 -0.873 0.011
C 0.775 0.777 0.405
H -0.517 -1.874 -0.322
H -1.927 -0.740 0.086
H 0.546 1.838 0.541
H 1.864 0.626 0.288
O 0.021 0.452 -1.874
S 0.086 -0.403 1.586

Record 8
107
Properties=species:S:1:pos:R:3 method="wB97M-V/def2-TZVPD" lumo_energy_ev=-7.86 e_above_lowest_kj_mol=131.41 orbital_gap_ev=5.299 total_energy_ha=-2744.231771 total_charge=+2 multiplicity=1 mol_weight_g_mol=878.230
Sn -0.097 0.504 -0.461
C 4.545 3.682 -0.889
C 3.806 2.389 -0.960
C 4.276 1.146 -1.337
C 3.188 0.277 -1.264
N 2.113 0.965 -0.837
N 2.505 2.261 -0.661
B 1.521 3.344 -0.167
N 0.984 2.932 1.221
N 0.088 1.908 1.359
C -0.304 1.896 2.647
C 0.376 2.902 3.334
C 1.171 3.541 2.403
C 2.071 4.716 2.587
C -1.376 1.019 3.254
C -2.549 1.925 3.657
C -0.818 0.335 4.510
C -1.878 -0.040 2.288
N 0.345 3.491 -1.146
N -0.388 2.416 -1.571
C -1.285 2.861 -2.466
C -1.132 4.242 -2.597
C -0.100 4.604 -1.755
C 0.479 5.957 -1.518
C -2.266 2.013 -3.243
C -3.683 2.291 -2.721
C -1.983 0.517 -3.141
C -2.169 2.423 -4.721
C 3.249 -1.192 -1.628
C 3.791 -1.306 -3.060
C 1.907 -1.913 -1.561
C 4.222 -1.885 -0.660
H 5.592 3.518 -1.132
H 4.487 4.123 0.106
H 4.139 4.405 -1.597
H 5.280 0.912 -1.650
H 2.096 4.380 -0.076
H 0.270 3.168 4.372
H 2.082 5.006 3.635
H 1.730 5.569 2.001
H 3.093 4.490 2.282
H -2.243 2.679 4.383
H -3.342 1.323 4.104
H -2.961 2.437 2.785
H -0.465 1.061 5.243
H 0.014 -0.327 4.260
H -1.602 -0.260 4.981
H -2.316 0.391 1.385
H -2.671 -0.628 2.755
H -1.080 -0.724 1.996
H -1.695 4.902 -3.235
H -0.068 6.693 -2.103
H 1.528 5.997 -1.811
H 0.412 6.238 -0.467
H -3.783 1.980 -1.679
H -4.410 1.731 -3.311
H -3.929 3.351 -2.793
H -2.195 0.119 -2.149
H -0.955 0.279 -3.440
H -2.652 -0.014 -3.820
H -2.412 3.475 -4.865
H -2.875 1.833 -5.308
H -1.165 2.247 -5.113
H 3.129 -0.804 -3.768
H 3.871 -2.357 -3.345
H 4.780 -0.860 -3.150
H 1.179 -1.488 -2.258
H 1.482 -1.912 -0.556
H 2.066 -2.956 -1.846
H 5.209 -1.426 -0.691
H 4.331 -2.937 -0.929
H 3.852 -1.828 0.367
N -2.016 -5.100 -2.310
C -0.849 -4.565 -1.977
N -0.536 -4.247 -0.738
C -1.467 -4.445 0.166
N -1.203 -4.005 1.515
N -0.096 -3.766 1.868
C 0.904 -3.667 2.628
C 1.716 -2.476 2.876
C 2.629 -2.553 3.919
C 3.403 -1.431 4.188
C 3.243 -0.320 3.387
C 2.312 -0.355 2.346
N 1.546 -1.405 2.089
C -2.698 -5.071 -0.038
C -3.665 -5.344 0.959
C -4.844 -5.920 0.593
C -5.110 -6.228 -0.761
C -4.199 -5.973 -1.753
C -2.983 -5.397 -1.389
H -2.214 -5.271 -3.290
H -0.135 -4.382 -2.770
H 1.172 -4.606 3.110
H 2.728 -3.456 4.507
H 4.118 -1.439 4.999
H 3.830 0.574 3.547
H 2.191 0.507 1.702
H -3.471 -5.069 1.985
H -5.600 -6.125 1.338
H -6.063 -6.670 -1.020
H -4.413 -6.203 -2.788
F -4.213 -2.458 0.683
B -3.374 -1.902 -0.272
F -3.406 -2.648 -1.474
F -3.634 -0.564 -0.500
F -2.014 -2.027 0.218